# C25H58N2O6S4

A 5-piece molecular cluster, C25H58N2O6S4 overall (ωB97M-V/def2-TZVPD, the Open Molecules 2025 dataset).

Each line ends with the Mulliken charge.
Atoms and positions in Å:
1 C -2.732 -1.636 6.054  -0.031
2 C -2.516 -1.356 4.895  -1.251
3 C -2.117 -0.892 3.567  0.850
4 C -2.451 -1.977 2.525  -0.976
5 C -2.803 -1.458 1.115  -0.908
6 C -1.993 -0.261 0.581  0.468
7 N -2.936 0.717 -0.006  0.012
8 C -3.313 1.787 0.888  -0.075
9 O -4.630 2.224 0.651  -0.366
10 C -4.696 3.130 -0.431  -0.791
11 C -1.036 -0.656 -0.598  -0.086
12 C -0.378 0.550 -1.295  -1.715
13 C 0.761 1.268 -0.543  2.645
14 C 1.493 2.166 -1.592  -1.644
15 C 0.314 2.203 0.584  -1.837
16 N -1.960 -1.259 -1.594  -0.382
17 C -1.289 -2.136 -2.566  -0.535
18 C -1.433 -3.632 -2.241  -0.255
19 C -0.062 -4.324 -2.130  -1.177
20 O -0.119 -1.667 -0.277  -0.429
21 C 0.522 -1.548 0.976  -0.620
22 H -2.823 -2.014 7.031  0.497
23 H -2.726 -0.012 3.373  -0.129
24 H -1.055 -0.668 3.601  0.195
25 H -3.339 -2.487 2.893  0.566
26 H -1.689 -2.751 2.513  0.511
27 H -3.852 -1.175 1.149  0.426
28 H -2.771 -2.313 0.449  -0.101
29 H -1.430 0.283 1.333  0.481
30 H -3.739 0.255 -0.407  0.360
31 H -2.660 2.645 0.688  0.206
32 H -3.217 1.557 1.954  -0.199
33 H -3.940 3.919 -0.381  0.317
34 H -4.532 2.588 -1.364  0.309
35 H -5.663 3.619 -0.431  0.274
36 H 0.069 0.175 -2.214  0.555
37 H -1.101 1.303 -1.599  0.237
38 H 1.519 0.562 -0.215  -0.599
39 H 1.210 1.899 -2.602  0.467
40 H 1.180 3.202 -1.487  0.322
41 H 2.573 2.060 -1.511  0.160
42 H 0.091 1.711 1.529  0.275
43 H 1.150 2.872 0.792  0.589
44 H -0.489 2.838 0.221  0.213
45 H -2.353 -0.505 -2.138  0.400
46 H -1.822 -1.999 -3.508  0.460
47 H -0.250 -1.881 -2.782  0.236
48 H -2.003 -4.150 -3.011  0.403
49 H -1.945 -3.770 -1.293  0.101
50 H 0.343 -4.481 -3.128  0.343
51 H -0.115 -5.256 -1.577  0.386
52 H 0.629 -3.669 -1.603  0.185
53 H 0.574 -0.544 1.389  0.031
54 H 1.560 -1.881 0.833  0.622
55 H 0.112 -2.198 1.749  -0.017
56 C 4.101 3.906 -5.898  -0.984
57 S 3.297 2.421 -5.281  0.452
58 O 2.086 2.853 -4.538  -0.553
59 C 4.557 2.023 -4.059  -0.879
60 H 3.457 4.349 -6.656  0.330
61 H 4.245 4.613 -5.081  0.313
62 H 5.060 3.641 -6.345  0.366
63 H 4.671 2.855 -3.364  0.298
64 H 5.500 1.819 -4.565  0.448
65 H 4.235 1.135 -3.518  0.221
66 C 4.661 0.417 2.851  -1.180
67 S 3.599 -0.473 1.704  0.766
68 O 3.664 -1.915 2.069  -0.690
69 C 4.651 -0.234 0.270  -1.119
70 H 4.211 0.366 3.840  0.381
71 H 5.648 -0.046 2.873  0.360
72 H 4.737 1.459 2.538  0.357
73 H 5.639 -0.650 0.461  0.502
74 H 4.725 0.832 0.047  0.397
75 H 4.200 -0.750 -0.576  0.231
76 C -6.824 2.606 3.127  -0.869
77 S -7.905 4.037 3.025  0.518
78 O -8.120 4.530 4.409  -0.641
79 C -9.378 3.117 2.552  -0.901
80 H -5.841 2.944 3.450  0.269
81 H -7.222 1.894 3.850  0.443
82 H -6.739 2.144 2.144  0.242
83 H -9.606 2.372 3.314  0.292
84 H -9.210 2.636 1.588  0.329
85 H -10.204 3.820 2.468  0.320
86 C 7.970 -3.728 0.357  -0.888
87 S 7.437 -3.434 -1.335  0.439
88 O 6.840 -2.073 -1.376  -0.557
89 C 6.076 -4.607 -1.305  -0.868
90 H 8.801 -3.058 0.571  0.321
91 H 7.147 -3.523 1.042  0.244
92 H 8.301 -4.761 0.458  0.378
93 H 5.380 -4.343 -0.507  0.244
94 H 6.467 -5.613 -1.149  0.374
95 H 5.566 -4.560 -2.265  0.315

Forces on atoms 1 to 6 (eV/Å):
0.384 0.095 -1.792
0.276 0.041 1.759
-0.788 -0.860 0.110
-0.414 0.131 -0.074
0.572 -0.327 1.079
-0.514 -0.032 -1.372

- lowest unoccupied orbital energy (eV) = 0.4
- HOMO level (eV) = -8.35
- energy (Ha) = -3140.78105
- 2S+1 = 1
- net charge = 0